# C26H71N4O12

A cluster of 11 separate species, C26H71N4O12 in total at a distorted geometry (wB97M-V/def2-TZVPD, the Open Molecules 2025 dataset).

The calculation puts the orbital gap at 7.4 eV. For the molar mass, the calculation gives 631.9 g/mol. The calculation puts the HOMO energy at -5.407 eV. For the energy relative to the best compared isomer or geometry (same formula, charge and spin), the calculation gives 0.00 kcal per mole. The value obtained for the largest force on an atom is 12.5 eV Å⁻¹. As for the total charge: -1. The value obtained for the total energy is -58637.3931 eV.

```
113
Properties=species:S:1:pos:R:3:forces:R:3
C -9.164 4.825 -29.339 1.705 1.269 0.018
C -9.627 3.509 -28.892 2.114 -0.204 -0.144
O -8.912 2.656 -28.363 2.146 -0.104 0.838
O -10.816 3.296 -29.089 -3.254 0.105 -1.074
H -8.158 5.130 -29.017 -0.179 -0.509 -0.231
H -9.805 5.524 -28.855 -0.738 0.870 -0.046
H -9.243 4.950 -30.417 -0.160 -0.089 -0.086
C -9.120 1.157 -31.038 0.449 -0.567 -1.295
O -10.400 1.066 -30.506 0.082 1.201 0.973
H -8.294 0.833 -30.372 -0.432 -0.138 -0.125
H -8.923 2.186 -31.302 0.395 0.499 -0.232
H -9.077 0.599 -32.005 0.095 0.147 0.742
H -10.454 1.930 -29.993 -0.987 -1.926 -0.707
C -6.309 7.863 -27.146 -6.951 5.421 -0.022
O -6.980 9.066 -27.263 3.872 -5.393 0.392
N -7.006 6.734 -27.134 -2.359 -1.071 -0.489
N -5.060 7.691 -26.845 4.288 0.859 -0.214
H -8.016 6.721 -27.263 0.670 0.982 0.033
H -6.745 5.757 -27.051 0.893 0.376 -0.150
H -4.455 8.518 -26.978 -0.516 -0.996 0.113
H -4.704 6.774 -27.113 0.296 0.634 0.286
C -11.262 0.223 -27.514 -4.567 -6.920 -1.449
O -12.008 -0.972 -27.612 3.674 5.262 1.357
N -9.967 0.267 -27.608 3.916 0.153 -0.496
N -11.847 1.379 -27.446 -3.125 2.631 0.998
H -9.481 -0.594 -27.750 -0.265 -0.508 -0.248
H -9.439 1.105 -27.991 -1.251 -0.888 0.873
H -12.781 1.430 -26.983 1.289 -0.220 -1.247
H -11.439 2.232 -27.867 -0.432 -0.956 0.524
C -10.709 3.366 -25.580 0.033 0.137 3.148
C -10.963 4.768 -26.028 1.627 0.732 5.744
C -9.721 5.637 -26.210 -0.709 -1.118 0.209
O -11.663 4.693 -27.086 -5.391 1.406 -4.877
H -11.515 2.711 -25.182 0.022 0.847 -1.001
H -10.072 3.424 -24.737 0.959 0.120 1.375
H -10.094 2.884 -26.255 0.815 -1.297 -1.750
H -11.596 5.313 -25.300 0.313 -0.289 0.249
H -9.018 5.115 -26.837 0.497 -0.362 0.068
H -9.330 5.822 -25.225 0.550 0.526 0.128
H -10.041 6.504 -26.762 -0.064 0.792 0.183
H -11.135 4.421 -27.797 0.364 -0.876 -2.032
C -12.693 5.425 -33.345 1.492 -0.973 1.341
C -11.883 5.118 -32.046 0.925 2.999 -2.752
C -12.079 6.197 -31.067 0.479 2.255 0.514
O -12.136 3.992 -31.465 -1.970 -5.790 3.000
H -12.516 6.481 -33.504 -0.106 0.037 -0.777
H -13.669 5.245 -33.021 -2.058 0.001 0.061
H -12.461 4.718 -34.158 0.126 0.614 0.155
H -10.892 4.960 -32.370 2.072 1.301 -0.638
H -11.654 7.135 -31.428 -0.323 0.314 -0.084
H -11.573 6.045 -30.126 0.407 -0.475 0.321
H -13.116 6.317 -30.772 -0.346 0.103 -0.369
H -11.652 3.941 -30.595 -0.694 -0.304 -1.039
C -8.616 8.183 -29.830 -0.646 -1.643 -1.779
C -7.252 8.124 -30.574 -0.800 -4.907 7.336
C -6.697 6.740 -30.801 -0.443 -1.836 1.623
O -7.321 8.734 -31.656 -0.401 5.169 -8.458
H -9.335 7.578 -30.498 0.645 1.087 0.878
H -8.918 9.225 -29.785 -0.172 -0.046 0.159
H -8.663 7.699 -28.846 0.395 0.494 -0.419
H -6.564 8.591 -29.946 1.437 0.896 1.866
H -5.749 6.767 -31.263 1.193 0.504 -1.164
H -7.301 5.999 -31.337 -0.194 0.494 0.048
H -6.404 6.256 -29.865 -0.396 -0.010 0.347
H -6.432 8.743 -32.044 -0.560 0.257 -0.262
C -5.329 4.017 -32.381 2.548 -0.920 -0.619
C -5.625 2.724 -31.644 2.704 5.514 5.950
C -6.428 3.062 -30.308 1.348 -1.388 -1.217
O -6.204 1.867 -32.342 -4.555 -7.561 -5.769
H -4.888 4.774 -31.745 0.129 -0.030 0.304
H -6.136 4.490 -32.870 -0.737 0.247 -0.396
H -4.548 3.735 -33.147 -0.843 0.607 0.389
H -4.700 2.178 -31.485 1.413 1.466 1.644
H -6.565 2.146 -29.699 -0.706 0.427 -0.644
H -7.293 3.704 -30.485 -0.029 -0.621 -0.026
H -5.745 3.595 -29.728 1.081 1.407 1.131
H -5.785 1.004 -32.116 -1.386 0.769 -0.801
C -5.045 4.455 -25.695 -0.925 0.406 -1.919
C -6.029 3.524 -26.395 2.612 -2.342 8.647
C -7.182 3.230 -25.434 1.207 -2.038 2.123
O -6.627 4.041 -27.355 -3.096 3.784 -7.936
H -4.418 4.042 -24.981 0.577 -0.928 1.763
H -5.452 5.406 -25.458 -0.853 0.606 1.193
H -4.379 4.762 -26.440 1.546 0.292 -1.636
H -5.458 2.705 -26.716 0.944 -2.008 -0.043
H -7.870 2.417 -25.686 -0.061 0.475 -0.637
H -7.631 4.167 -25.249 -1.058 0.961 -0.258
H -6.874 2.960 -24.433 0.543 -0.370 0.435
H -7.243 3.334 -27.589 -1.272 0.428 -1.464
C -8.333 6.775 -33.685 -0.211 1.312 -1.314
C -8.627 5.350 -34.035 0.274 6.102 -8.478
C -7.616 4.887 -35.118 -1.630 -0.104 -1.170
O -8.562 4.528 -33.144 0.706 -7.745 9.778
H -8.962 7.112 -32.850 0.160 0.096 -0.334
H -8.593 7.344 -34.665 0.671 -0.355 1.880
H -7.268 6.876 -33.395 -0.585 0.254 -0.371
H -9.647 5.308 -34.359 -0.901 0.355 -1.280
H -7.849 3.865 -35.413 -0.173 -0.141 -0.002
H -6.590 4.865 -34.818 0.626 0.395 0.592
H -7.704 5.488 -35.995 0.171 0.492 -0.803
H -7.658 4.239 -33.118 0.226 -0.927 0.921
C -16.236 3.145 -28.128 0.589 1.639 0.350
C -14.767 3.679 -27.964 -1.571 -5.812 -6.227
C -14.323 4.362 -29.184 0.127 -0.719 -2.466
O -14.479 4.406 -26.992 -0.864 5.149 8.252
H -16.931 3.959 -27.915 -0.137 0.272 -0.579
H -16.494 2.453 -27.394 -0.041 -1.380 1.657
H -16.471 2.613 -29.052 0.432 0.592 -0.250
H -14.137 2.798 -27.870 -0.024 -1.130 -0.602
H -13.260 4.532 -29.168 0.496 -0.202 0.091
H -14.732 5.352 -29.261 -0.771 0.448 -0.229
H -14.544 3.705 -30.048 0.203 0.792 0.012
H -13.552 4.576 -26.985 1.346 0.354 0.114
```
Forces are in eV/Å.